[1]
The following is a DFT calculation (ωB97M-V/def2-TZVPD) of a molecular structure, C4H3FeO2 in a non-equilibrium geometry.

Each line ends with the Mulliken charge.
Element x y z (Å)
1 O 1.7582 -1.4248 -0.7220  -0.475
2 C 0.6758 -1.3724 -0.2492  0.526
3 C -0.4713 -1.1215 0.3397  -0.539
4 C -1.2545 0.0953 0.0227  -0.324
5 C -0.7866 1.3638 0.0300  -0.510
6 H -0.8120 -1.8579 1.0713  0.317
7 H 0.2354 2.1105 -0.7910  0.453
8 H -2.3109 -0.0677 -0.2004  0.369
9 Fe 2.3657 0.7517 0.3541  0.414
10 O 0.6003 1.5229 0.1447  -0.231

Results
multiplicity = 6
orbital gap (spin up / spin down) = 0.2792 / 0.2441 Eh

***

[2]
The following is a DFT calculation (ωB97M-V/def2-TZVPD) of a molecular structure, C4H3I3 in a non-equilibrium geometry.

Each line ends with the Mulliken charge.
Element x y z (Å)
1 C 2.8811 0.0864 0.0330  -0.684
2 C 2.0826 0.8638 0.4709  -0.061
3 C -1.2024 0.0652 -0.4558  -0.440
4 C -2.4529 0.1822 -0.1073  -0.106
5 I -0.3071 -1.9277 -0.4298  0.255
6 I -3.9291 -1.2808 0.4799  0.036
7 I -3.1405 2.1887 -0.1233  0.056
8 H 3.6452 -0.5411 -0.3227  0.403
9 H 1.0973 -1.1433 -0.3576  0.102
10 H 1.3258 1.5065 0.8125  0.438

Results
orbital gap = 0.2886 Eh
energy above the lowest of the compared OMol25 structures with the same formula, charge and spin = 435.31 kJ/mol